Record 1
C47H79Br33Cl9O8P | ωB97M-V with the def2-TZVPD basis set

Last column: Mulliken charge in e.
Geometry (Å):
C -3.47573 -1.40941 2.87587  0.02
C -2.02112 -1.66320 3.37567  -0.98
C -0.92838 -1.68952 2.23193  0.51
C -0.73167 -0.28233 1.58178  -1.79
P 0.26290 -0.32498 0.00190  0.15
C -0.73029 -1.43440 -1.16133  -0.10
C -1.62937 -0.59824 -2.07315  0.24
C -2.17489 -1.40277 -3.25078  -0.19
C -3.48433 -0.79626 -3.79136  -0.46
C 0.32340 1.44861 -0.48658  1.06
C 0.81741 2.29936 0.66672  -0.72
C 1.28364 3.73232 0.22189  -0.66
C 0.19811 4.70484 -0.30785  -0.40
C 1.84680 -1.07600 0.44886  -0.68
C 2.03042 -2.54822 0.15894  0.89
C 3.37534 -3.10913 0.65548  -0.02
C 3.54582 -4.50942 0.15104  -0.56
H -3.50197 -0.34422 2.64497  0.41
H -4.22106 -1.59069 3.65083  -0.53
H -3.86121 -2.04819 2.08184  -0.07
H -1.95868 -2.59357 3.94231  0.56
H -1.71846 -0.96401 4.15655  -0.01
H -1.21824 -2.45657 1.51402  0.33
H 0.02027 -1.91668 2.71945  -0.43
H -0.28263 0.42422 2.28064  0.80
H -1.66865 0.21299 1.32134  0.72
H -1.30916 -2.21704 -0.67083  0.71
H 0.15616 -1.90671 -1.58641  -0.11
H -1.13291 0.23382 -2.57316  -0.41
H -2.44856 -0.11481 -1.53914  0.20
H -2.43702 -2.43050 -2.99930  0.45
H -1.44018 -1.31305 -4.05135  0.20
H -3.81811 -1.30692 -4.69555  -0.06
H -3.52381 0.24782 -4.10180  0.20
H -4.27135 -1.00803 -3.06649  -0.33
H -0.67962 1.75761 -0.78407  -0.23
H 0.90208 1.62888 -1.39341  -0.14
H 1.64186 1.89065 1.25175  0.70
H 0.02740 2.43231 1.40772  -0.17
H 2.04771 3.67637 -0.55309  0.37
H 1.79496 4.18200 1.07397  0.37
H -0.72187 4.66478 0.27809  0.15
H -0.10452 4.43052 -1.31871  0.08
H 0.48525 5.74852 -0.18359  -0.07
H 2.07481 -0.88646 1.49784  0.05
H 2.55344 -0.63152 -0.25426  0.43
H 1.87804 -2.74705 -0.90142  -0.56
H 1.26280 -3.10503 0.69817  0.20
H 3.39621 -2.97209 1.73766  -0.04
H 4.24234 -2.52418 0.34331  0.03
H 4.33608 -4.96660 0.74675  0.47
H 3.74393 -4.56048 -0.91865  -0.04
H 2.66576 -5.10854 0.38902  -0.14
Cl 2.13618 -0.35838 -3.22883  -0.76
O 2.12068 8.22814 0.79829  -0.57
C 1.90422 7.80620 1.92203  0.60
O 2.85496 7.33360 2.80567  -0.36
C 2.25945 6.79788 3.93053  -0.27
C 0.83355 7.38844 4.02320  -0.51
C 0.56641 7.58819 2.55062  -0.10
H 2.87160 6.98377 4.81273  0.35
H 2.09453 5.72256 3.84296  0.09
H 0.83605 8.27666 4.65431  0.30
H 0.18712 6.60950 4.42639  0.17
H -0.15697 8.40281 2.57045  0.31
H 0.09848 6.69566 2.13414  0.06
O -4.23383 1.42690 -6.07220  -0.42
C -5.14412 1.57228 -6.86378  0.29
O -6.40918 1.77050 -6.45398  -0.32
C -7.26338 2.10196 -7.48892  -0.45
C -6.28196 2.39809 -8.67840  -0.67
C -5.04969 1.63446 -8.37848  -0.06
H -7.83851 3.00211 -7.27128  0.28
H -8.03320 1.39781 -7.80718  0.29
H -6.07271 3.46678 -8.61489  0.25
H -6.58348 2.21159 -9.70894  0.39
H -4.14371 2.06013 -8.80702  0.31
H -5.19614 0.62913 -8.77580  0.11
O 10.26026 -3.11728 0.35953  -0.62
C 9.32906 -2.68729 1.03333  0.42
O 8.09612 -2.40810 0.52165  -0.27
C 7.20303 -1.96916 1.51674  0.89
C 8.03060 -1.57775 2.70826  -0.44
C 9.32208 -2.36739 2.55625  -0.40
H 6.48457 -2.76088 1.73478  -0.03
H 6.60980 -1.11365 1.19364  -0.56
H 7.51980 -1.71667 3.66082  0.43
H 8.09760 -0.49764 2.57248  0.01
H 9.19733 -3.31124 3.08717  0.25
H 10.28422 -1.89521 2.74959  0.33
O -2.35095 4.29823 3.27959  -0.62
C -1.65713 3.61929 3.96790  0.23
O -0.44059 4.09522 4.42134  -0.15
C 0.22880 3.14137 5.23416  -0.42
C -0.71131 2.01705 5.47146  -0.59
C -1.84386 2.16161 4.46491  0.71
H 0.63861 3.61964 6.12343  0.36
H 1.08453 2.69596 4.72351  0.21
H -1.14450 2.17348 6.46103  0.35
H -0.20391 1.06513 5.62757  0.15
H -2.79588 2.07492 4.98674  0.51
H -1.66912 1.43834 3.66869  -0.68
C 5.38902 -2.94408 -3.51469  0.18
Cl 6.52522 -2.53248 -4.80126  -0.18
Cl 5.44273 -4.69983 -3.19239  -0.02
H 5.57972 -2.36744 -2.61139  0.11
H 4.44156 -2.67216 -3.97781  -0.05
C -5.58420 -2.23091 -0.74975  -0.69
Cl -4.83295 -0.68939 -0.19927  -0.01
Cl -4.31718 -3.48947 -0.90341  -0.06
H -6.33857 -2.68032 -0.10554  0.34
H -6.04418 -2.05277 -1.72062  0.43
C 6.21639 1.89243 1.39005  -0.35
Cl 5.10259 1.96797 2.73349  -0.12
Cl 5.49847 0.89015 0.10197  -0.09
H 6.46494 2.89063 1.03180  0.36
H 7.15706 1.47304 1.74475  0.18
C 4.29360 2.59702 -3.64718  0.63
Cl 5.13371 3.50966 -2.39542  -0.20
Cl 4.33714 3.38531 -5.20228  -0.17
H 4.66481 1.57681 -3.73182  0.15
H 3.24548 2.56174 -3.35273  -0.44
C 2.31968 -2.37164 6.06346  -0.56
Br 2.83204 -1.62265 4.25200  0.09
Br 0.36742 -2.18078 6.33029  -0.03
Br 3.31043 -1.34790 7.51136  -0.07
H 2.55187 -3.42790 6.18371  0.55
C 0.69274 1.93186 -5.77817  -0.35
Br 1.06251 3.49203 -6.95650  -0.08
Br -0.64736 0.68988 -6.53768  0.00
Br 0.18485 2.61700 -4.01134  0.08
H 1.59123 1.32133 -5.70599  0.31
C -8.00570 -1.76776 5.78165  -0.44
Br -7.86284 0.02092 6.53549  -0.02
Br -7.59946 -3.08235 7.13904  -0.03
Br -6.91917 -1.95548 4.16949  0.11
H -9.03134 -1.86268 5.43083  0.38
C 4.34207 -7.82513 -2.07691  0.41
Br 3.09204 -9.14257 -1.26523  -0.08
Br 5.00103 -8.52392 -3.83825  -0.07
Br 5.80908 -7.25523 -0.85563  -0.03
H 3.80909 -6.91346 -2.34175  -0.32
C -4.51212 -0.87340 8.09036  -0.11
Br -3.93624 -1.08863 6.30788  0.32
Br -4.95768 0.99988 8.29010  -0.07
Br -3.35849 -1.46065 9.63093  -0.07
H -5.48177 -1.35687 8.19483  0.06
C -4.51646 -6.12256 2.27488  -0.46
Br -4.05539 -7.31354 0.82107  -0.03
Br -6.12072 -4.99175 1.87206  -0.07
Br -3.05157 -4.88720 2.71884  0.14
H -4.65403 -6.71565 3.17665  0.48
C 1.19615 -6.91357 2.58244  -0.56
Br -0.09753 -7.43878 1.20150  -0.01
Br 1.14620 -4.92522 2.88411  0.19
Br 2.92207 -7.82656 2.23996  -0.04
H 0.85721 -7.26242 3.55561  0.44
C 1.23850 -4.36136 -4.23093  -0.03
Br 2.68821 -5.45052 -5.05737  -0.09
Br 1.07266 -4.89037 -2.32266  0.01
Br -0.57958 -4.41524 -5.10340  -0.01
H 1.70927 -3.38079 -4.17562  0.10
C -1.38908 9.98090 -1.11090  -0.49
Br -0.74442 8.27018 -0.48640  0.30
Br -2.40254 11.06637 0.34557  -0.09
Br -2.53751 9.68737 -2.76251  -0.08
H -0.53621 10.59983 -1.38150  0.43
C -3.57537 3.42984 -1.53074  0.18
Br -3.89172 5.28731 -2.11649  -0.02
Br -5.09351 2.34341 -2.12463  -0.05
Br -3.37460 3.16388 0.40712  0.04
H -2.66106 3.04562 -1.97863  -0.20
C -3.49719 -2.91533 -8.67904  -0.41
Br -3.82703 -1.64443 -7.16566  0.21
Br -5.06043 -3.02737 -9.85581  -0.06
Br -2.79822 -4.66390 -8.05189  -0.07
H -2.74012 -2.41152 -9.27639  0.42

Computed properties:
Lowest unoccupied orbital energy ... -1.265 eV
Net charge ... 0
Multiplicity ... 1
Maximum force ... 3.2 eV/A
Kohn-Sham gap ... 7.06 eV



Record 2
C47H79F6N4O37S7 | ωB97M-V with the def2-TZVPD basis set

Last column: Mulliken charge in e.
Geometry (Å):
C -0.55479 0.66992 -1.43212  -0.19
F -0.70172 -0.59152 -1.79175  -0.28
F 0.40754 1.21812 -2.18678  0.01
F -1.71361 1.29011 -1.63849  0.09
S -0.13066 0.88869 0.35224  0.48
O 1.17149 0.29721 0.45135  0.10
O -0.31223 2.26849 0.66704  -0.61
N -1.25301 -0.15592 0.94506  -0.26
S -1.61749 0.35026 2.38790  1.20
O -0.48716 0.63268 3.23844  -0.02
O -2.67236 1.32359 2.44914  -0.74
C -2.37557 -1.14394 3.15455  0.22
F -1.51390 -2.16812 3.15893  -0.21
F -2.75150 -0.92011 4.40494  -0.19
F -3.42486 -1.50066 2.43394  -0.25
C -1.96177 0.37872 -5.26419  0.13
O -2.38830 1.30655 -6.26923  0.18
C -3.14320 0.96038 -7.31706  0.61
O -3.67497 -0.09585 -7.49943  -0.55
O -3.26553 1.97585 -8.15696  -0.40
C -2.60077 3.16853 -7.82885  0.08
H -2.77405 0.11436 -4.58902  0.33
H -1.11775 0.79657 -4.71899  -0.88
H -1.55993 -0.51344 -5.75656  0.41
H -3.03344 3.65946 -6.96229  0.15
H -2.58879 3.88451 -8.65164  0.35
H -1.53331 3.04178 -7.65283  -0.33
C 1.34734 3.73695 -6.80495  -0.94
O 1.12705 3.28562 -5.49300  -0.05
C -0.05560 3.55851 -4.93608  0.43
O -0.93819 4.16332 -5.47602  -0.62
O -0.03693 3.09712 -3.68778  0.18
C -1.30017 2.98376 -3.02281  -0.51
H 2.34896 3.45229 -7.12858  0.27
H 1.23381 4.80997 -6.93736  0.37
H 0.72205 3.17903 -7.51087  0.24
H -1.47377 3.80571 -2.33024  0.54
H -1.27326 2.04475 -2.47516  0.05
H -2.13537 2.93244 -3.71817  -0.32
C -4.08589 -3.25559 -8.13956  -0.58
O -4.38539 -3.26690 -6.75027  -0.32
C -3.45355 -3.60519 -5.87661  0.86
O -3.68954 -3.83144 -4.73578  -0.57
O -2.27969 -3.75450 -6.48088  -0.38
C -1.20733 -4.06307 -5.62084  -0.49
H -4.98591 -2.85851 -8.59885  0.27
H -3.85737 -4.27212 -8.45911  0.29
H -3.26772 -2.58923 -8.40665  0.21
H -1.15931 -3.39892 -4.76217  0.13
H -0.27651 -4.02317 -6.18304  0.25
H -1.30349 -5.07717 -5.24257  0.33
C 6.13545 -1.18624 -5.10385  -0.85
O 4.93930 -0.47928 -4.85290  -0.17
C 3.78230 -1.12212 -5.01776  0.66
O 3.63401 -2.28198 -5.24106  -0.62
O 2.82839 -0.23322 -4.76508  0.07
C 1.47434 -0.51828 -5.08044  -0.43
H 6.26152 -1.34624 -6.17571  0.32
H 6.10167 -2.16260 -4.62659  0.36
H 6.93784 -0.55042 -4.75018  0.24
H 0.92745 -0.54623 -4.13673  -0.07
H 1.30686 -1.46867 -5.58508  0.49
H 1.03188 0.28264 -5.67295  0.07
C 2.63777 -1.98003 4.53503  -0.62
C 2.37211 -0.81311 3.82918  1.29
C 2.93997 0.40063 4.16150  0.95
C 3.91350 0.43925 5.14649  -0.33
C 4.18338 -0.69000 5.90410  -0.77
C 3.53804 -1.87256 5.60883  -0.98
N 4.65298 1.66540 5.36339  1.20
O 5.44792 1.69620 6.27621  -0.72
O 4.43816 2.60226 4.61431  -0.62
H 2.11652 -2.91007 4.36973  0.38
H 1.62784 -0.82796 3.03799  -0.76
H 2.74559 1.33452 3.64848  0.11
H 4.89554 -0.59352 6.71472  0.55
H 3.66254 -2.79662 6.16374  0.38
C 4.11579 2.32382 -3.26562  -0.49
C 5.07973 1.74652 -2.46091  -0.46
C 4.97862 1.70641 -1.08792  -0.64
C 3.89337 2.31192 -0.45839  -0.32
C 2.92712 2.93754 -1.22209  -0.45
C 3.06286 2.92756 -2.59821  0.47
N 3.77840 2.14565 0.99703  1.10
O 2.88855 2.72632 1.55989  -0.39
O 4.60507 1.42996 1.51438  -0.59
H 4.12352 2.32546 -4.34418  0.40
H 5.93083 1.17599 -2.82102  0.30
H 5.80636 1.39493 -0.46779  0.50
H 2.06858 3.43986 -0.79693  0.44
H 2.24831 3.34856 -3.17829  0.17
C -4.20228 -4.75439 3.08182  -0.03
C -5.39490 -4.93289 2.38055  -0.77
C -6.44380 -5.56888 3.00992  -0.30
C -6.27065 -6.13917 4.26343  0.05
C -5.10174 -5.94171 4.96703  -0.32
C -4.03093 -5.33229 4.32823  -0.73
N -7.34967 -6.90675 4.85663  0.98
O -8.25768 -7.24988 4.13168  -0.59
O -7.29502 -7.17226 6.03471  -0.61
H -3.38995 -4.23401 2.58712  0.67
H -5.59355 -4.42853 1.44585  0.43
H -7.40073 -5.66356 2.51498  0.40
H -4.99186 -6.32608 5.97186  0.43
H -3.10331 -5.18927 4.86751  0.39
O -6.64558 1.60716 -2.25600  -0.66
S -5.26874 1.42186 -1.91249  1.28
O -4.71630 0.12359 -1.90535  -0.54
O -4.36035 2.29688 -2.87963  -0.41
C -4.87472 3.59339 -3.27350  -0.59
C -5.10754 3.54591 -4.76377  -0.82
C -4.97899 2.17970 -0.32998  -0.71
H -4.07491 4.29552 -3.02937  0.24
H -5.75888 3.85612 -2.69692  0.72
H -5.51105 4.46552 -5.18497  0.44
H -5.87981 2.79688 -4.96037  0.33
H -4.18257 3.21852 -5.23515  -0.20
H -5.19638 3.23647 -0.47222  0.37
H -3.92132 2.03883 -0.11107  0.02
H -5.58767 1.70599 0.42952  0.43
O 3.29902 6.94559 3.48852  -0.66
S 2.52229 6.79874 4.67699  1.22
O 2.29322 7.89150 5.55968  -0.65
O 1.09051 6.26995 4.28747  -0.42
C 1.00150 5.08343 3.42858  0.55
C -0.48051 4.89200 3.18669  -1.33
C 3.15517 5.47428 5.66558  -0.42
H 1.42572 4.24535 3.97733  -0.21
H 1.50197 5.24396 2.47573  0.43
H -1.11555 4.82621 4.06853  0.29
H -0.64468 3.92345 2.70522  0.22
H -0.83583 5.70574 2.55389  0.39
H 2.42566 5.28501 6.44708  0.28
H 4.12491 5.76189 6.05925  0.43
H 3.27868 4.58931 5.04750  -0.15
O -1.81718 2.57419 5.50390  -0.67
S -0.63276 2.31921 6.23995  1.25
O 0.58431 2.93440 5.84129  -0.55
O -0.89286 2.62083 7.79088  -0.39
C -2.18869 2.26582 8.29855  -0.17
C -1.99376 1.61051 9.65337  -1.18
C -0.38692 0.56274 6.36542  -0.45
H -2.77829 1.66179 7.61104  0.30
H -2.77848 3.17835 8.43050  0.35
H -2.92313 1.41132 10.18156  0.39
H -1.26188 2.12850 10.26847  0.30
H -1.54921 0.62267 9.46671  0.27
H -1.30586 -0.00314 6.45409  0.39
H 0.26393 0.40812 7.22628  0.49
H 0.19626 0.26835 5.49375  -0.38
O 3.73757 -3.52799 1.84935  -0.45
S 4.97350 -3.15141 1.23560  1.06
O 5.96199 -4.10014 0.87875  -0.74
O 4.65029 -2.37555 -0.10382  -0.68
C 3.69222 -1.29117 -0.04156  1.44
C 3.13650 -1.04542 -1.41769  -0.93
C 5.70077 -1.85587 2.19515  -0.54
H 4.28126 -0.42046 0.24129  -0.14
H 2.88568 -1.41378 0.67891  -0.17
H 2.42309 -1.82323 -1.69842  0.74
H 3.94901 -1.00911 -2.14500  0.16
H 2.63841 -0.08035 -1.44699  -0.55
H 4.93972 -1.11201 2.42262  -0.15
H 6.56161 -1.42741 1.69165  0.38
H 6.05032 -2.32411 3.11613  0.42
O 0.21182 -3.80869 -1.02903  -0.60
S -0.17177 -4.11798 0.30954  1.21
O -1.54974 -4.21700 0.64066  -0.59
O 0.46125 -5.52548 0.69981  -0.46
C 1.90285 -5.69154 0.68143  0.41
C 2.20426 -7.16374 0.54938  -1.49
C 0.65550 -3.05399 1.46440  0.52
H 2.30275 -5.24955 1.59394  0.14
H 2.31205 -5.16332 -0.18815  0.21
H 1.70132 -7.67593 1.37080  0.33
H 3.27876 -7.31039 0.69338  0.40
H 1.97626 -7.58470 -0.42489  0.33
H 0.49299 -3.51316 2.43473  0.48
H 0.16999 -2.08654 1.37816  -0.17
H 1.70053 -3.09487 1.17070  -0.66

Computed properties:
Lowest unoccupied orbital energy ... 1.104 eV
Net charge ... -1
Multiplicity ... 1
Maximum force ... 6.8 eV/A
Kohn-Sham gap ... 9.06 eV